Entry 1:
C33H62N2O2 | the ωB97M-V functional and the def2-TZVPD basis

```
99
Properties=species:S:1:pos:R:3:forces:R:3:lowdin_charge:R:1
C -3.8595 1.1734 -6.2487 -0.1357 0.2008 0.1844 -0.162
C -4.0141 -0.4854 -6.2001 -0.0733 0.8584 -1.0129 -0.263
C -2.5775 -1.1980 -6.5586 -0.2841 0.0217 -0.5797 -0.228
C -2.5663 -2.8361 -6.3390 -0.6563 0.5503 0.7708 -0.208
C -2.3025 -3.2243 -4.7680 -0.3141 -0.9449 -0.2342 -0.216
C -0.8464 -2.7437 -4.1733 0.1601 1.1094 0.2019 -0.157
C -0.9783 -1.8610 -2.7860 -0.4986 1.3496 3.1027 -0.019
C -0.0830 -0.4777 -2.5008 -2.5511 -0.6539 2.7877 -0.061
C 1.0063 0.1223 -3.5747 -0.4858 -0.2670 0.3824 -0.260
N 2.3415 -0.5884 -3.5936 -1.0199 -0.0939 0.0389 -0.043
C -0.3098 0.3852 -1.0868 -2.3058 -3.0289 -0.0882 0.009
C -1.4117 -0.0811 0.0820 0.5140 -2.8866 -3.8607 0.020
C -2.2453 -1.4559 -0.2340 1.9074 0.4896 -2.3453 -0.019
C -2.0314 -2.3140 -1.6141 1.4811 2.5273 1.1109 0.021
C -3.0597 -3.5830 -1.4725 -0.3165 -3.6911 -1.9644 -0.250
O -3.0992 -4.7849 -2.0520 0.4764 7.7900 3.3506 -0.013
N -4.1048 -3.2043 -0.4157 2.8269 0.6203 -0.6538 0.058
C -3.4159 -2.2652 0.5763 -2.0965 0.4564 4.0073 -0.243
O -3.8230 -2.2468 1.8476 2.8835 0.3179 -8.1133 -0.010
H -3.0561 1.5587 -5.4614 -1.5622 -0.9018 -1.7995 0.077
H -3.5840 1.5531 -7.3431 -0.3819 -0.9528 2.4218 0.082
H -4.8662 1.7266 -5.9677 1.9420 -1.3474 -0.5504 0.073
H -4.4754 -0.8046 -5.1679 1.0301 0.5023 -2.0330 0.106
H -4.7685 -0.7451 -7.0859 1.4651 0.3154 2.1197 0.114
H -1.7460 -0.6464 -5.9333 -1.4733 -1.2066 -1.2566 0.092
H -2.3881 -1.0008 -7.7182 -0.2536 -0.2445 2.5464 0.122
H -3.6718 -3.1994 -6.5954 2.4683 0.5703 0.4185 0.123
H -1.7995 -3.3963 -7.0231 -1.4352 1.2407 1.2116 0.112
H -2.3328 -4.4062 -4.6742 -0.1018 2.5521 -0.1157 0.118
H -3.2183 -2.8084 -4.1528 2.0673 -0.7269 -1.0643 0.106
H -0.3311 -2.0202 -4.9660 -1.0011 -1.6126 1.7054 0.093
H -0.1226 -3.6697 -4.0006 -1.6297 2.0267 -0.2339 0.135
H 1.2222 1.2433 -3.2646 -0.7494 -2.2713 -0.7870 0.115
H 0.5325 0.0387 -4.6608 1.0442 0.4494 2.3737 0.118
H 2.3681 -1.3937 -4.2565 -0.1714 0.8842 1.2033 0.069
H 2.6899 -0.8333 -2.6407 -0.6309 0.1112 -1.3098 0.079
H 0.3121 1.3763 -0.8586 -1.4668 -2.4237 -0.7576 0.082
H -1.6109 0.5132 1.0701 0.5367 -1.2609 -2.2179 0.099
H -4.9277 -2.8167 -0.9281 0.7569 -0.2614 0.9530 0.146
C 2.2334 6.7952 2.3694 0.1446 0.1654 -0.0078 -0.123
C 1.0933 6.8865 1.3671 -0.1596 -0.0404 0.0674 -0.269
C 0.3397 5.5660 1.1874 -0.1148 0.0209 -0.1044 -0.225
C 1.1737 4.4050 0.6343 0.1627 0.0342 0.0808 -0.229
C 1.8398 4.6647 -0.7199 -0.0200 -0.1720 0.0969 -0.274
C 0.8444 4.9172 -1.8408 0.0832 0.1200 -0.2124 -0.115
H 3.0015 6.0877 2.0449 -0.0452 0.0251 0.0642 0.057
H 2.7115 7.7735 2.4847 0.0051 -0.1462 0.0578 0.074
H 1.8653 6.4812 3.3512 0.0648 -0.0167 -0.0684 0.076
H 1.4760 7.2446 0.4055 -0.0490 -0.0452 0.0278 0.100
H 0.3831 7.6460 1.7166 0.0586 -0.0874 -0.1055 0.107
H -0.5217 5.7404 0.5328 0.0533 -0.0413 0.0404 0.102
H -0.0770 5.2609 2.1554 0.0436 0.0421 -0.0693 0.111
H 0.5240 3.5249 0.5463 0.0201 0.0461 0.0007 0.093
H 1.9491 4.1334 1.3599 -0.0766 0.0176 -0.0296 0.102
H 2.4434 3.7867 -0.9831 0.0096 0.1231 0.0705 0.102
H 2.5358 5.5071 -0.6497 -0.0273 -0.0661 0.0445 0.101
H 0.1640 4.0677 -1.9574 -0.0206 0.0829 0.0060 0.066
H 1.3734 5.0597 -2.7893 -0.1492 -0.0180 0.0782 0.072
H 0.2478 5.8150 -1.6571 0.0053 -0.1031 -0.0364 0.068
C -3.3056 -6.0228 1.3695 0.1592 0.1736 -0.1553 -0.106
C -4.3768 -6.9969 0.9041 -0.0996 0.0017 0.0892 -0.265
C -4.5833 -8.1715 1.8641 -0.0852 -0.0633 -0.0724 -0.230
C -3.3668 -9.0844 2.0546 0.0962 0.0833 0.0353 -0.231
C -2.8159 -9.7164 0.7731 0.0642 -0.0321 0.1855 -0.276
C -3.8099 -10.6342 0.0801 0.0148 -0.0709 -0.2331 -0.119
H -2.3233 -6.4997 1.4282 -0.0459 0.0089 0.0455 0.070
H -3.2268 -5.1871 0.6663 -0.0189 -0.2410 0.2542 0.029
H -3.5519 -5.6136 2.3543 0.0575 -0.0251 -0.0604 0.081
H -4.1338 -7.3595 -0.1003 -0.0294 0.0012 0.0552 0.099
H -5.3252 -6.4532 0.8128 0.0964 -0.0858 -0.0365 0.107
H -5.4339 -8.7662 1.5123 0.0553 0.0022 0.0408 0.099
H -4.8777 -7.7798 2.8457 0.0276 -0.0131 -0.0778 0.108
H -3.6420 -9.8843 2.7538 0.0321 0.0399 -0.0662 0.107
H -2.5616 -8.5236 2.5430 -0.0835 -0.0219 -0.0264 0.100
H -1.9244 -10.3021 1.0314 -0.0645 0.1248 -0.0300 0.104
H -2.4833 -8.9408 0.0754 -0.0182 -0.0050 0.0753 0.099
H -4.1243 -11.4435 0.7466 -0.0233 0.0734 -0.0582 0.074
H -3.3514 -11.0850 -0.8067 -0.1309 0.0032 0.0965 0.069
H -4.7006 -10.0914 -0.2483 0.0489 -0.0722 0.0370 0.066
C 6.1898 6.3427 3.2578 0.1829 0.0327 -0.1398 -0.109
C 6.0109 5.0165 3.9806 -0.1731 -0.0546 0.0059 -0.269
C 5.0138 5.0901 5.1400 0.0100 -0.1320 0.0617 -0.226
C 5.4027 6.0379 6.2802 0.0296 0.1218 -0.0583 -0.228
C 6.7531 5.7471 6.9411 -0.1389 0.1362 0.0694 -0.275
C 6.8129 4.3844 7.6120 0.2067 -0.1143 0.0633 -0.117
H 6.6001 7.1112 3.9187 -0.0561 -0.0277 -0.0715 0.069
H 6.8829 6.2226 2.4187 -0.0909 0.1031 0.0700 0.073
H 5.2356 6.7014 2.8593 0.0908 0.0207 0.0675 0.055
H 6.9829 4.6543 4.3318 -0.0731 -0.0015 0.0187 0.099
H 5.6492 4.2734 3.2591 0.0586 0.0251 0.1119 0.104
H 4.8659 4.0805 5.5396 -0.0020 0.0755 -0.0011 0.102
H 4.0376 5.4032 4.7490 0.0791 -0.0168 0.0012 0.098
H 4.6176 5.9967 7.0459 0.0801 0.0008 -0.0529 0.110
H 5.4078 7.0703 5.9118 -0.0265 -0.0802 0.0085 0.101
H 6.9397 6.5166 7.7010 0.0000 -0.0500 -0.1502 0.105
H 7.5641 5.8329 6.2103 -0.0635 0.0286 0.0094 0.099
H 6.0361 4.2919 8.3777 0.0494 -0.0341 -0.0852 0.076
H 7.7849 4.2459 8.0976 -0.1566 -0.0608 -0.0271 0.071
H 6.6852 3.5725 6.8906 -0.0125 0.0370 0.0863 0.066
```
Forces are in eV/Å.

The HOMO energy comes out at -9.1 eV. Its structure (SMILES) is CCCCCCc1c(CN)ccc2c1C(=O)NC2=O.CCCCCC.CCCCCC.CCCCCC. The energy above the lowest of the compared OMol25 structures with the same formula, charge and spin comes out at 11.464 eV. The LUMO energy comes out at -1.368 eV. The total charge is 0. For the gap between HOMO and LUMO, the calculation gives 7.739 eV.


Entry 2:
C4H9N3O | the ωB97M-V functional and the def2-TZVPD basis

```
17
Properties=species:S:1:pos:R:3:forces:R:3:lowdin_charge:R:1
H 2.0288 0.6821 2.6433 -0.2589 -0.2053 -0.1243 0.048
N 1.8891 0.3203 1.6950 -0.5415 0.5279 -0.5034 0.071
C 0.9468 0.9333 1.0953 0.9445 -0.0981 -2.5179 -0.239
C 0.8545 0.9076 -0.6083 0.7729 3.4972 3.4161 -0.184
C 0.0723 1.8438 -1.1826 0.7345 -0.3508 -0.0288 -0.045
H 0.3761 1.7640 1.5472 -0.1147 -0.3897 -0.2353 0.104
H 1.8448 0.6740 -0.9755 -0.0997 -0.2286 -0.1562 0.101
H -0.9516 2.0104 -0.8670 0.1760 0.4145 0.3934 0.050
H 0.4160 2.3819 -2.0569 -0.2703 -0.4100 -0.3254 0.044
H -1.4641 -2.1129 1.8787 -0.3103 0.0318 -0.2513 0.061
N -1.0484 -2.1145 0.9461 1.0193 1.3758 0.4900 0.134
C -0.7253 -0.9301 0.6053 -1.6978 -2.2884 -2.6554 -0.261
O -0.1311 -0.7822 -0.7031 -1.5457 -1.6216 1.2407 -0.287
N -0.7964 -1.5057 -1.8099 0.3205 -0.0221 1.4491 0.114
H -1.2151 -0.0076 0.9408 0.8739 -0.1183 0.3832 0.134
H -0.3556 -2.4207 -1.7154 -0.1598 -0.0759 -0.2126 0.079
H -1.7409 -1.6438 -1.4329 0.1572 -0.0382 -0.3619 0.075
```
Forces are in eV/Å.

The HOMO energy comes out at -8.1 eV. Its structure (SMILES) is [H]/N=C/C=C.[H]/N=C/ON. The energy above the lowest of the compared OMol25 structures with the same formula, charge and spin comes out at 7.173 eV. The LUMO energy comes out at 0.468 eV. The total charge is 0. For the gap between HOMO and LUMO, the calculation gives 8.592 eV.


Entry 3:
C10H11NO | the ωB97M-V functional and the def2-TZVPD basis

```
23
Properties=species:S:1:pos:R:3:forces:R:3:lowdin_charge:R:1
C -1.1669 -2.2223 -1.4320 0.8605 -0.5027 -0.3280 -0.090
C -1.4739 -0.8997 -0.8930 2.1471 0.2891 0.5220 -0.070
C 0.0748 -2.7274 -1.4234 -0.6922 2.4597 1.2115 -0.099
C -0.4113 -0.2729 -0.3711 0.1260 3.9383 2.6510 -0.018
C 1.8101 0.0079 0.4381 0.6115 2.4257 0.0849 -0.444
C 1.2483 -2.0432 -0.8428 0.3562 -0.3829 3.7152 -0.087
C 1.3135 1.3904 0.9256 -2.1237 1.6027 -4.7560 -0.040
C -1.2965 1.8477 1.6879 1.4665 1.1703 -0.4109 -0.082
C -1.2290 2.5736 0.3287 3.1039 0.5640 2.1695 -0.088
C -0.1579 1.6011 0.7050 -2.4389 -5.1750 -0.7600 -0.177
N 0.8769 -0.6983 -0.2227 -0.4593 -2.7751 -1.0720 0.001
O 2.9791 -0.2597 0.5951 -0.1519 -0.9374 -0.1234 0.085
H -1.8513 -2.8695 -1.9147 -1.1993 -0.1640 -0.2156 0.087
H -2.3767 -0.3534 -0.7918 -1.0480 -0.2202 -0.3942 0.082
H 0.3399 -3.6589 -1.7559 0.0281 -2.2780 -1.0919 0.075
H 1.7947 -2.7758 -0.0281 -1.2591 1.9777 -1.7400 0.179
H 1.9696 -1.7960 -1.5472 1.5673 0.0724 -1.4474 0.092
H 1.5221 1.4606 1.8980 1.1762 0.4834 3.8215 0.074
H 1.7071 2.2694 0.3220 0.7385 -1.4201 0.7570 0.157
H -0.9809 2.4324 2.5754 -0.2272 -0.1750 -0.6836 0.107
H -2.0795 1.1647 1.9389 -0.2378 -0.5049 -0.3427 0.085
H -1.7828 2.2422 -0.4637 -1.6677 -0.5272 -1.7413 0.061
H -0.8293 3.5873 0.2715 -0.6768 0.0793 0.1742 0.108
```
Forces are in eV/Å.

The HOMO energy comes out at -7.8 eV. The energy above the lowest of the compared OMol25 structures with the same formula, charge and spin comes out at 5.390 eV. The LUMO energy comes out at 0.827 eV. The total charge is 0. For the gap between HOMO and LUMO, the calculation gives 8.615 eV.


Entry 4:
H6Si2 | the ωB97M-V functional and the def2-TZVPD basis

```
8
Properties=species:S:1:pos:R:3:forces:R:3:lowdin_charge:R:1
Si 0.5731 -0.6746 -0.5950 2.3369 -1.9717 1.1524 0.365
Si -0.8580 0.7278 0.5346 -0.0047 1.1638 -0.0041 0.358
H 1.6393 -0.2072 -1.4703 -0.2318 0.6806 -0.4261 -0.181
H -0.1573 -1.7646 -1.2798 0.1639 -0.1179 0.1165 -0.158
H 2.3554 -1.4717 0.5818 -2.6487 0.8578 -1.1589 -0.014
H -2.0699 0.2646 1.2158 0.2932 -0.7281 0.5360 -0.127
H -1.6234 1.6553 -0.3447 0.5967 0.0851 -0.3312 -0.125
H 0.1408 1.4705 1.3575 -0.5054 0.0304 0.1155 -0.118
```
Forces are in eV/Å.

The HOMO energy comes out at -9.4 eV. The energy above the lowest of the compared OMol25 structures with the same formula, charge and spin comes out at 1.177 eV. The LUMO energy comes out at -0.396 eV. The total charge is 0. For the gap between HOMO and LUMO, the calculation gives 8.977 eV.


Entry 5:
C11H12NOP | the ωB97M-V functional and the def2-TZVPD basis

```
26
Properties=species:S:1:pos:R:3:forces:R:3:mulliken_spin:R:1
C 0.1642 -0.7331 -0.4539 -0.2453 -2.6585 0.7151 0.151
C 0.2016 1.2393 0.8069 2.0637 1.6954 0.5016 0.163
C -0.9585 -0.3499 -1.1245 0.6764 1.4402 0.1891 -0.065
C -0.7343 1.7711 -0.0437 -0.1604 -0.8463 1.4776 -0.075
C 0.8043 -0.0321 0.6013 -0.2594 0.8123 0.0653 -0.008
C -1.3941 0.9640 -0.9432 -0.3702 -0.0951 -1.4470 0.192
C 3.7939 -1.6944 2.0637 -2.3183 0.7833 -0.8019 -0.054
C 4.1127 -0.5007 2.6908 1.0349 1.4161 0.8857 0.617
C 1.9242 -0.3867 1.3947 -1.5230 0.3667 -0.7976 0.480
C 2.5382 -1.6929 1.4429 3.1105 -0.0818 0.9749 0.357
C -3.4470 0.6953 -2.2623 -0.0068 -0.3283 -0.8136 0.003
N -2.3696 1.5146 -1.7472 -0.4031 0.6959 0.5525 0.066
O 2.0062 -2.7452 0.8417 0.4898 -2.5807 -1.5634 0.066
P 2.8740 0.8113 2.3841 0.8623 -0.5041 -0.5025 0.012
H 0.3624 -1.7859 -0.6023 0.8127 0.0331 -0.1003 0.003
H 0.7452 1.9075 1.5466 -1.1545 -0.7118 -0.7817 0.014
H -1.3546 -0.9363 -1.9155 -0.3707 -0.6349 -0.3110 -0.005
H -1.2075 2.6897 0.1668 0.0027 1.3048 0.2002 -0.006
H 4.4632 -2.4762 1.9541 1.0691 -1.7474 0.1331 -0.002
H 4.9102 -0.3576 3.4649 -0.6876 -0.2462 -1.1298 0.018
H -3.1868 0.2291 -3.2739 -0.7586 1.0547 1.0741 0.004
H -3.6687 -0.1361 -1.6238 0.3400 -0.7933 0.6398 -0.003
H -4.3980 1.2378 -2.1614 0.3802 0.1406 -1.0166 0.000
H -2.6285 2.4582 -1.4420 -0.0078 -0.7310 -0.3747 -0.005
H 2.6870 -3.4794 0.6266 -1.5025 1.9648 0.8480 0.000
H 2.3038 0.5115 3.5881 -1.0742 0.2513 1.3833 0.075
```
Forces are in eV/Å.

The HOMO energy (alpha / beta) comes out at -5.1 / -8.3 eV. Its spin multiplicity is 3. The LUMO energy (alpha / beta) comes out at 0.703 / -1.327 eV. The total charge is 0. For the gap between HOMO and LUMO (alpha / beta), the calculation gives 5.810 / 6.982 eV.


Entry 6:
C6H6S | the ωB97M-V functional and the def2-TZVPD basis

```
13
Properties=species:S:1:pos:R:3:forces:R:3:lowdin_charge:R:1
C 0.5043 -0.0831 0.1152 1.5744 -0.5460 -2.2865 -0.818
C -0.4803 -0.0978 -1.0422 -1.1173 -1.9273 -1.2907 -0.262
C -0.7973 1.3153 -0.4840 -0.0692 1.5994 -1.5855 -0.092
C -0.5337 0.6527 0.8427 1.0613 -0.0390 2.8483 -0.329
C -1.5764 -0.4244 0.8708 -1.1680 -2.7496 2.0852 -0.081
C -1.5984 -0.9933 -0.3746 0.1368 1.6955 1.0086 -0.010
H -0.3039 -0.3901 -2.1067 0.4209 0.7047 0.9870 0.146
H -0.0103 2.1523 -0.8177 -2.2155 -1.7257 0.7329 0.174
H -1.9004 1.3904 -0.5423 0.5503 1.3759 -0.5154 0.121
H -0.1895 1.0913 1.8012 -0.7405 0.2015 -0.6809 0.154
H -1.8856 -0.8353 1.9389 0.0230 0.8827 -2.6893 0.149
H -2.2012 -1.8016 -0.8537 0.8407 0.7802 0.7478 0.114
S 2.0864 -0.2390 0.0633 0.7032 -0.2522 0.6385 0.733
```
Forces are in eV/Å.

The HOMO energy comes out at -8.5 eV. The energy above the lowest of the compared OMol25 structures with the same formula, charge and spin comes out at 3.807 eV. The LUMO energy comes out at 0.395 eV. The total charge is 0. For the gap between HOMO and LUMO, the calculation gives 8.881 eV.


The evaluated molecular weight for the records listed, in turn: 518.9; 115.1; 161.2; 62.2; 205.2; 110.2 g mol⁻¹.
The evaluated DFT total energy for the records listed, in turn: -42289.87251; -10805.28868; -14081.19825; -15848.52350; -24423.72002; -17150.59926 eV.
The evaluated max |F| for the records listed, in turn: 8.62; 4.95; 5.77; 3.27; 3.26; 3.64 eV Å⁻¹.